13
Properties=species:S:1:pos:R:3:mulliken_charge:R:1 method="wB97M-V/def2-TZVPD" orbital_gap_ev="8.899 / 9.088" homo_energy_ev="-14.3978 / -14.5252" de_lowest_kcal_mol=98.5 charge=+1
C 0.42026 -0.08698 -1.66085 -0.823
C 0.86630 -0.14881 0.88473 -0.313
C -0.94864 0.37850 0.35412 -0.333
H -0.84082 -1.14349 1.98674 0.220
H -0.55781 -0.00125 -2.39933 0.330
N 0.02143 -0.43890 -0.28930 0.146
H -1.04754 1.37753 -0.04915 0.333
H 0.80620 0.98874 -1.83033 0.333
C -0.41134 -0.04963 1.74190 -0.215
H 1.16034 -0.83833 -1.98740 0.351
H -0.30387 -1.37328 -0.26206 0.304
H 1.51870 0.63536 0.94580 0.320
H -0.68321 0.70054 2.56512 0.347